# 1
Here is a cluster of 7 separate species, C31H51O15 in total from the OMol25 dataset. Energies are from ωB97M-V/def2-TZVPD.

HOMO level: -1.0887 eV
2S+1: 1
Charge: -1
Gap between HOMO and LUMO: 2.56 eV
Energy above the lowest of the compared OMol25 structures with the same formula, charge and spin: 0.0 kJ/mol

Positions of all 97 atoms, in Å:
1 C 6.047 2.208 1.758
2 C 4.700 1.666 1.288
3 O 4.499 0.347 1.711
4 C 3.462 -0.362 0.933
5 C 2.050 -0.324 1.413
6 O 1.829 0.873 2.224
7 C 0.870 1.782 1.753
8 C 0.779 2.057 0.257
9 C -0.212 3.214 0.060
10 O 2.051 2.449 -0.290
11 H 6.215 1.927 2.807
12 H 5.987 3.301 1.675
13 H 6.871 1.825 1.145
14 H 4.635 1.750 0.188
15 H 3.888 2.311 1.676
16 H 3.572 0.002 -0.113
17 H 3.782 -1.415 0.924
18 H 1.921 -1.174 2.108
19 H 1.124 2.747 2.235
20 H -0.142 1.493 2.089
21 H 0.374 1.205 -0.299
22 H -1.193 2.959 0.480
23 H -0.295 3.479 -1.002
24 H 0.140 4.096 0.614
25 H 2.205 1.889 -1.061
26 O 0.203 -0.510 -2.397
27 C -0.971 -0.669 -2.240
28 O -1.472 -1.445 -1.247
29 C -2.896 -1.530 -1.343
30 C -3.327 -0.314 -2.154
31 C -2.122 -0.109 -3.063
32 H -3.156 -2.463 -1.851
33 H -3.302 -1.550 -0.333
34 H -4.271 -0.463 -2.673
35 H -3.424 0.549 -1.492
36 H -2.198 -0.695 -3.982
37 H -1.927 0.931 -3.312
38 O -4.077 -2.295 -4.405
39 C -4.519 -3.379 -4.655
40 O -5.603 -3.877 -4.005
41 C -5.849 -5.231 -4.416
42 C -5.183 -5.373 -5.778
43 C -4.009 -4.408 -5.645
44 H -5.408 -5.900 -3.673
45 H -6.927 -5.383 -4.435
46 H -4.915 -6.402 -5.996
47 H -5.862 -5.019 -6.556
48 H -3.130 -4.885 -5.205
49 H -3.719 -3.923 -6.573
50 O -5.181 -8.579 -5.611
51 C -5.824 -9.248 -4.853
52 O -5.311 -10.339 -4.241
53 C -6.322 -11.005 -3.467
54 C -7.378 -9.941 -3.189
55 C -7.273 -9.068 -4.436
56 H -6.715 -11.833 -4.061
57 H -5.853 -11.405 -2.571
58 H -8.367 -10.360 -3.015
59 H -7.095 -9.362 -2.309
60 H -7.904 -9.426 -5.252
61 H -7.486 -8.016 -4.261
62 O 7.933 4.317 -1.417
63 C 6.891 4.894 -1.284
64 O 5.917 4.471 -0.453
65 C 4.748 5.296 -0.572
66 C 5.253 6.619 -1.138
67 C 6.429 6.159 -1.993
68 H 4.043 4.795 -1.238
69 H 4.291 5.375 0.412
70 H 4.485 7.166 -1.681
71 H 5.615 7.255 -0.328
72 H 6.123 5.884 -3.005
73 H 7.246 6.874 -2.052
74 O -1.848 2.342 3.358
75 C -1.777 2.300 4.547
76 O -2.781 2.705 5.387
77 C -2.316 2.646 6.746
78 C -1.162 1.646 6.744
79 C -0.588 1.844 5.347
80 H -1.988 3.646 7.041
81 H -3.154 2.349 7.376
82 H -0.448 1.812 7.549
83 H -1.560 0.634 6.844
84 H 0.170 2.622 5.281
85 H -0.164 0.948 4.898
86 O 2.046 3.467 5.585
87 C 3.117 3.790 5.155
88 O 3.992 4.554 5.859
89 C 5.142 4.847 5.044
90 C 5.178 3.756 3.979
91 C 3.695 3.449 3.798
92 H 5.006 5.842 4.611
93 H 6.017 4.862 5.692
94 H 5.687 4.064 3.068
95 H 5.690 2.874 4.368
96 H 3.220 4.097 3.057
97 H 3.469 2.415 3.541

# 2
Here is a structure of composition C31H52F12LiO27P2 in a non-equilibrium geometry from the OMol25 dataset. Energies are from ωB97M-V/def2-TZVPD.

HOMO level: -9.0739 eV
2S+1: 1
Charge: -1
Gap between HOMO and LUMO: 9.52 eV

Positions of all 125 atoms, in Å:
1 Li 0.824 0.941 -3.801
2 P -0.947 0.700 -0.245
3 F -0.542 0.011 1.202
4 F 0.631 1.057 -0.571
5 F -0.666 -0.648 -1.119
6 F -1.434 1.410 -1.642
7 F -2.455 0.150 0.000
8 F -1.343 2.062 0.510
9 P 1.560 5.871 -4.139
10 F 0.294 6.349 -5.037
11 F 1.947 7.349 -3.656
12 F 0.616 5.741 -2.768
13 F 2.864 5.301 -3.230
14 F 1.417 4.370 -4.730
15 F 2.601 6.103 -5.402
16 C 3.490 5.623 2.072
17 C 2.533 5.785 3.224
18 O 2.839 4.589 4.025
19 C 4.030 4.050 3.609
20 O 4.634 3.160 4.127
21 O 4.438 4.700 2.549
22 H 3.860 6.560 1.657
23 H 3.002 5.095 1.252
24 H 1.532 5.731 2.797
25 H 2.751 6.620 3.890
26 C -7.027 3.093 -0.013
27 C -8.219 2.175 -0.002
28 O -8.594 1.984 1.302
29 C -7.468 2.217 2.073
30 O -7.321 1.881 3.241
31 O -6.538 2.786 1.341
32 H -7.149 4.160 -0.200
33 H -6.290 2.748 -0.739
34 H -7.854 1.279 -0.504
35 H -9.086 2.597 -0.509
36 C -3.202 4.373 5.457
37 C -2.811 3.181 6.244
38 O -2.271 3.774 7.471
39 C -2.171 5.092 7.368
40 O -1.789 5.945 8.195
41 O -2.630 5.465 6.156
42 H -4.262 4.453 5.701
43 H -3.084 4.366 4.374
44 H -2.078 2.608 5.677
45 H -3.656 2.515 6.419
46 C -3.433 -3.532 4.226
47 C -4.727 -3.083 4.657
48 O -5.172 -4.103 5.540
49 C -4.372 -5.261 5.412
50 O -4.501 -6.276 6.029
51 O -3.441 -4.956 4.481
52 H -2.578 -2.975 4.609
53 H -3.505 -3.347 3.154
54 H -5.456 -3.148 3.849
55 H -4.732 -2.113 5.154
56 C 2.164 -0.199 8.213
57 C 2.017 -0.801 6.861
58 O 0.812 -1.525 6.993
59 C 0.260 -1.495 8.258
60 O -0.656 -2.097 8.756
61 O 1.047 -0.719 9.001
62 H 2.193 0.884 8.090
63 H 3.123 -0.587 8.554
64 H 2.787 -1.551 6.682
65 H 2.041 -0.113 6.016
66 C -4.991 -4.491 -2.857
67 C -3.929 -5.162 -3.720
68 O -4.471 -5.229 -5.067
69 C -3.707 -5.654 -6.043
70 O -2.524 -5.789 -5.936
71 O -4.356 -5.782 -7.133
72 C -3.752 -6.355 -8.342
73 H -5.937 -5.032 -2.849
74 H -5.133 -3.478 -3.235
75 H -4.602 -4.447 -1.839
76 H -3.676 -6.111 -3.248
77 H -3.029 -4.547 -3.694
78 H -3.384 -7.380 -8.307
79 H -2.938 -5.684 -8.617
80 H -4.513 -6.192 -9.106
81 C 7.708 1.524 -1.801
82 C 6.361 1.188 -2.341
83 O 6.307 -0.219 -2.698
84 C 5.272 -0.565 -3.486
85 O 4.395 0.212 -3.956
86 O 5.409 -1.800 -3.811
87 C 4.450 -2.501 -4.593
88 H 7.784 2.597 -1.623
89 H 8.492 1.191 -2.480
90 H 7.866 1.021 -0.847
91 H 6.211 1.855 -3.190
92 H 5.625 1.464 -1.586
93 H 3.754 -3.177 -4.097
94 H 4.940 -3.273 -5.184
95 H 3.876 -1.872 -5.274
96 C -4.324 1.442 -6.158
97 C -4.133 -0.063 -6.162
98 O -3.438 -0.442 -7.324
99 C -2.072 -0.603 -7.312
100 O -1.320 -0.397 -6.387
101 O -1.687 -0.834 -8.610
102 C -0.327 -1.201 -8.959
103 H -4.775 1.892 -7.042
104 H -3.433 1.909 -5.737
105 H -5.090 1.682 -5.421
106 H -5.082 -0.586 -6.276
107 H -3.703 -0.459 -5.242
108 H -0.050 -2.137 -8.474
109 H 0.297 -0.457 -8.464
110 H -0.251 -1.279 -10.043
111 C 7.896 -1.491 4.803
112 C 8.207 -1.315 3.380
113 O 8.197 -2.600 2.790
114 C 7.053 -3.213 2.409
115 O 7.085 -4.417 2.073
116 O 6.071 -2.367 2.320
117 C 4.818 -2.871 1.738
118 H 8.505 -2.274 5.254
119 H 6.863 -1.651 5.112
120 H 8.137 -0.579 5.351
121 H 9.196 -0.858 3.409
122 H 7.598 -0.654 2.763
123 H 4.909 -3.783 1.148
124 H 4.313 -2.041 1.245
125 H 4.186 -3.042 2.610

Number 1: energy -63684.9923 eV, M 663.73 g/mol. Number 2: energy -139677.0397 eV, M 1153.60 g/mol.